DFT (wB97M-V/def2-TZVPD) results for 2 unconnected molecules or ions with the total composition C16H35BBrF2NO3 at a distorted geometry.

Output
Highest occupied orbital energy, Ha: -0.2712
Kohn-Sham gap, eV: 5.2603
Total charge: 0
Total energy, Ha: -3709.3777

Geometry as XYZ:
```
59
Properties=species:S:1:pos:R:3:nbo_charge:R:1
C -1.261 5.809 2.266 -0.64
C -0.539 4.948 1.055 -0.44
C -1.510 3.688 0.572 0.04
F -1.831 3.989 -0.874 -0.46
B -0.751 2.202 0.741 0.24
C -0.437 2.032 2.346 -0.64
C 0.345 0.643 2.756 -0.43
C 0.007 0.139 4.315 0.03
F 0.546 1.237 5.202 -0.41
C 0.615 2.318 -0.207 -0.61
C 1.371 0.890 -0.471 -0.50
C 2.439 1.064 -1.737 0.77
O 3.549 1.846 -1.642 -0.60
O 2.275 0.354 -3.033 -0.73
C -1.729 0.972 0.258 -0.65
C -3.328 1.322 0.213 -0.20
C -4.068 -0.023 -0.452 -0.65
Br -4.171 1.493 2.061 -0.07
H -1.431 5.063 3.157 0.21
H -0.494 6.685 2.531 0.20
H -2.323 6.219 1.960 0.21
H -0.337 5.685 0.164 0.21
H 0.503 4.609 1.464 0.20
H -2.473 3.760 1.263 0.17
H -1.439 2.040 2.995 0.21
H 0.218 2.917 2.808 0.21
H 0.249 -0.225 1.977 0.19
H 1.505 0.923 2.786 0.20
H 0.654 -0.846 4.494 0.16
H -1.139 -0.047 4.464 0.19
H 1.434 3.047 0.262 0.22
H 0.386 2.778 -1.282 0.22
H 0.674 -0.002 -0.766 0.19
H 2.048 0.683 0.477 0.25
H 2.068 -0.590 -2.768 0.47
H -1.409 0.715 -0.862 0.19
H -1.610 -0.027 0.858 0.19
H -3.629 2.213 -0.484 0.24
H -3.754 -0.201 -1.573 0.20
H -3.749 -0.967 0.175 0.20
H -5.255 0.054 -0.365 0.21
C 1.477 -5.888 -1.394 -0.64
C 2.343 -5.087 -2.357 -0.07
C 2.487 -3.607 -1.965 -0.09
O 1.281 -2.898 -2.275 -0.57
C 0.377 -2.778 -1.177 -0.26
N 1.696 -5.125 -3.707 -0.68
H 0.416 -5.638 -1.480 0.23
H 1.573 -6.960 -1.599 0.23
H 1.789 -5.719 -0.358 0.26
H 3.327 -5.557 -2.454 0.23
H 3.269 -3.160 -2.588 0.21
H 2.798 -3.475 -0.923 0.22
H 0.882 -2.815 -0.208 0.19
H -0.369 -3.573 -1.239 0.17
H -0.144 -1.821 -1.269 0.23
H 1.354 -6.057 -3.973 0.44
H 2.327 -4.784 -4.441 0.44
H 0.897 -4.467 -3.695 0.46
```

---

DFT (wB97M-V/def2-TZVPD) results for a molecular structure, C3H5NO at a distorted geometry.

Output
Highest occupied orbital energy, Ha: -0.3636
Kohn-Sham gap, eV: 10.5250
Total charge: 0
Total energy, Ha: -247.1973
Energy relative to the best compared isomer or geometry (same formula, charge and spin), kcal/mol: 69.0

Geometry as XYZ:
```
10
Properties=species:S:1:pos:R:3:nbo_charge:R:1
O 1.585 0.124 -0.220 -0.72
C 0.331 0.781 -0.329 -0.07
C -0.643 -0.382 -0.324 -0.52
C -1.355 -0.795 0.837 0.18
N -1.576 -1.393 1.812 -0.35
H 2.285 0.781 -0.164 0.47
H 0.158 1.463 0.513 0.18
H 0.284 1.381 -1.255 0.18
H -0.070 -1.240 0.440 0.38
H -0.999 -0.720 -1.310 0.26
```

---

DFT (wB97M-V/def2-TZVPD) results for a molecular structure, C30H27ClHgN6O7P3.

Output
2S+1: 2
Highest occupied orbital energy (spin up / spin down), Ha: 0.0252 / -0.0966
Kohn-Sham gap (spin up / spin down), eV: 3.6070 / 6.9162
⟨S²⟩: 0.775
Total charge: -2
Total energy, Ha: -3652.5935
Energy relative to the best compared isomer or geometry (same formula, charge and spin), kcal/mol: 21.5

Geometry as XYZ:
```
75
Properties=species:S:1:pos:R:3:lowdin_charge:R:1
Hg -0.456 0.865 1.793 1.21
Cl 0.574 -3.122 0.868 0.73
C 2.173 -3.280 0.211 -0.67
C 2.789 -4.521 0.280 -0.12
C 4.064 -4.678 -0.237 -0.10
C 4.710 -3.596 -0.818 -0.09
C 4.077 -2.364 -0.880 -0.07
C 2.794 -2.175 -0.369 -0.38
P 1.922 -0.548 -0.352 1.10
C 0.884 -0.705 -1.855 -0.38
C 0.699 -1.878 -2.580 -0.09
C -0.208 -1.919 -3.632 -0.10
C -0.932 -0.787 -3.976 -0.10
C -0.745 0.391 -3.265 -0.08
C 0.151 0.428 -2.210 -0.11
C 3.272 0.545 -0.942 -0.37
C 4.045 1.159 0.044 -0.07
C 5.095 1.994 -0.309 -0.08
C 5.373 2.240 -1.647 -0.11
C 4.596 1.647 -2.634 -0.10
C 3.551 0.803 -2.283 -0.10
H 2.267 -5.344 0.748 0.10
H 4.553 -5.643 -0.175 0.09
H 5.710 -3.708 -1.218 0.09
H 4.593 -1.522 -1.324 0.10
H 1.250 -2.773 -2.316 0.09
H -0.360 -2.847 -4.172 0.09
H -1.660 -0.828 -4.777 0.09
H -1.328 1.274 -3.494 0.10
H 0.249 1.339 -1.629 0.10
H 3.808 1.001 1.089 0.08
H 5.679 2.466 0.471 0.10
H 6.185 2.903 -1.921 0.09
H 4.799 1.845 -3.680 0.09
H 2.945 0.345 -3.055 0.10
O -0.772 0.902 4.979 -0.17
P 0.159 -0.395 4.676 0.16
O -0.134 -1.462 5.652 -0.31
O -0.047 -0.682 3.183 -0.50
O 1.641 0.165 4.868 -0.28
P 2.703 0.611 3.680 0.14
O 2.893 -0.811 2.908 -0.19
O 3.988 0.960 4.317 -0.33
O 1.988 1.562 2.769 -0.40
H -1.176 0.778 5.843 0.06
H 2.025 -1.082 2.567 -0.01
C -3.925 -1.666 -0.832 -0.14
C -4.440 -0.575 -1.574 -0.14
C -3.842 0.649 -1.483 -0.08
C -2.699 0.843 -0.648 -0.32
N -2.201 -0.240 0.052 0.02
C -2.805 -1.410 -0.052 -0.22
C -2.055 2.116 -0.491 -0.28
C -2.382 3.217 -1.337 -0.09
C -1.724 4.425 -1.253 -0.15
C -0.704 4.627 -0.320 -0.15
C -0.381 3.574 0.540 -0.18
C -1.026 2.348 0.482 -0.32
H -4.359 -2.656 -0.876 0.06
H -5.317 -0.699 -2.203 0.08
H -4.267 1.483 -2.025 0.08
H -2.371 -2.212 0.540 0.08
H -3.149 3.107 -2.093 0.08
H -2.002 5.224 -1.935 0.08
H -0.176 5.571 -0.264 0.07
H 0.408 3.712 1.271 0.08
N -7.359 -0.583 1.978 0.10
N -6.042 -0.194 2.188 -0.32
N -5.570 0.959 1.770 0.13
C -4.298 0.852 2.119 -0.22
N -4.034 -0.316 2.745 0.04
N -5.155 -0.973 2.770 0.04
H -7.382 -1.109 1.109 0.08
H -7.580 -1.221 2.734 0.08
H -3.553 1.597 1.893 0.09
```

---

DFT (wB97M-V/def2-TZVPD) results for 2 unconnected molecules or ions with the total composition C3H5N3S at a distorted geometry.

Output
Highest occupied orbital energy (spin up / spin down), Ha: -0.3053 / -0.3051
Structure (SMILES): N=C=C=S.C=NN
Kohn-Sham gap (spin up / spin down), eV: 6.3164 / 6.3466
Total charge: 0
Total energy, Ha: -679.5916
Energy relative to the best compared isomer or geometry (same formula, charge and spin), kcal/mol: 121.5

Geometry as XYZ:
```
12
Properties=species:S:1:pos:R:3:nbo_charge:R:1
N 1.918 2.305 0.096 -0.56
C 1.934 1.084 -0.149 0.24
C 1.821 -0.174 -0.181 -0.27
S 1.854 -1.789 -0.265 0.19
H 1.746 3.041 -0.560 0.39
C -1.260 0.211 -0.446 -0.17
N -1.266 -1.036 -0.451 -0.22
N -1.599 -1.729 0.639 -0.62
H -1.563 0.731 0.476 0.13
H -1.016 0.834 -1.324 0.19
H -1.805 -1.217 1.459 0.32
H -0.765 -2.261 0.706 0.37
```

---

DFT (wB97M-V/def2-TZVPD) results for a gas-phase ion, C4H8N6 (charge +2) at a distorted geometry.

Output
Highest occupied orbital energy, Ha: -0.6484
Structure (SMILES): N=C=C(N)NC(=[NH2+])N=C=[NH2+]
Kohn-Sham gap, eV: 8.0097
Total charge: +2
Total energy, Ha: -485.0172
Energy relative to the best compared isomer or geometry (same formula, charge and spin), kcal/mol: 18.9

Geometry as XYZ:
```
18
Properties=species:S:1:pos:R:3:nbo_charge:R:1
N 2.640 -0.899 -1.226 -0.41
C 1.952 -0.527 -0.306 0.58
C 0.859 0.043 0.310 -0.04
N 1.110 0.683 1.526 -0.80
N -0.193 -1.032 0.285 -0.58
C -1.426 -0.727 -0.180 0.69
N -2.386 -1.631 -0.296 -0.68
N -1.541 0.565 -0.428 -0.45
C -0.693 1.387 -0.453 0.78
N -0.241 2.548 -0.715 -0.75
H 3.471 -1.535 -1.344 0.50
H 1.663 0.093 2.197 0.41
H 0.276 1.063 1.911 0.40
H -0.040 -1.970 0.657 0.44
H -3.335 -1.448 -0.527 0.46
H -2.224 -2.585 0.077 0.45
H 0.821 2.500 -0.558 0.48
H -0.711 3.470 -0.931 0.51
```

---

DFT (wB97M-V/def2-TZVPD) results for a gas-phase ion, C3H6O2S2 (charge +1) at a distorted geometry.

Output
2S+1: 2
Highest occupied orbital energy (spin up / spin down), Ha: -0.5334 / -0.5329
Kohn-Sham gap (spin up / spin down), eV: 9.0681 / 5.6177
⟨S²⟩: 0.754
Total charge: +1
Total energy, Ha: -1064.4270
Energy relative to the best compared isomer or geometry (same formula, charge and spin), kcal/mol: 17.2

Geometry as XYZ:
```
13
Properties=species:S:1:pos:R:3:nbo_charge:R:1
C 1.175 0.392 0.311 -0.56
C 2.458 -0.223 -0.127 0.80
O 3.457 0.279 0.720 -0.71
O 2.602 -1.075 -0.937 -0.51
C -0.119 -0.125 -0.363 -0.58
S -1.587 0.938 -0.193 0.59
S -2.927 -0.542 0.272 0.18
H 1.188 0.192 1.404 0.26
H 1.253 1.494 0.341 0.27
H 3.755 -0.515 1.182 0.50
H -0.358 -0.990 0.246 0.26
H 0.011 -0.477 -1.388 0.31
H -3.576 -0.168 -0.833 0.19
```

---

DFT (wB97M-V/def2-TZVPD) results for a single C15H24N4O4 molecule at a distorted geometry.

Output
Highest occupied orbital energy, Ha: -0.3391
Structure (SMILES): NC(=O)c1noc([C@H](CCCC2CCCCC2)CC(=O)NO)n1
Kohn-Sham gap, eV: 9.6209
Total charge: 0
Total energy, Ha: -1105.9426
Energy relative to the best compared isomer or geometry (same formula, charge and spin), kcal/mol: 0.0

Geometry as XYZ:
```
47
Properties=species:S:1:pos:R:3:nbo_charge:R:1
N -5.792 0.084 3.097 -0.80
C -4.651 0.760 3.343 0.62
O -4.426 1.386 4.351 -0.57
C -3.678 0.655 2.219 0.20
N -3.900 -0.018 1.120 -0.14
O -2.787 0.159 0.367 -0.26
C -1.958 0.935 1.071 0.56
C -0.627 1.325 0.548 -0.29
C 0.386 0.193 0.797 -0.37
C 0.088 -1.062 -0.022 -0.42
C 1.163 -2.145 0.153 -0.38
C 2.231 -2.214 -0.949 -0.21
C 2.985 -0.899 -1.149 -0.40
C 4.099 -1.073 -2.178 -0.39
C 3.528 -1.551 -3.509 -0.40
C 2.763 -2.857 -3.319 -0.39
C 1.653 -2.682 -2.286 -0.40
C -0.180 2.623 1.239 -0.47
C -1.169 3.729 0.936 0.62
O -1.239 4.313 -0.134 -0.65
N -1.969 4.069 1.961 -0.31
O -2.978 5.001 1.695 -0.55
N -2.464 1.265 2.223 -0.50
H -5.920 -0.404 2.228 0.41
H -6.528 0.100 3.784 0.41
H -0.719 1.494 -0.530 0.25
H 1.375 0.571 0.540 0.21
H 0.386 -0.052 1.861 0.21
H -0.877 -1.468 0.287 0.21
H -0.003 -0.793 -1.075 0.20
H 0.678 -3.122 0.195 0.21
H 1.661 -1.993 1.114 0.20
H 2.960 -2.968 -0.626 0.20
H 3.411 -0.568 -0.199 0.20
H 2.297 -0.129 -1.505 0.19
H 4.625 -0.126 -2.317 0.21
H 4.822 -1.805 -1.810 0.19
H 4.334 -1.692 -4.232 0.21
H 2.852 -0.790 -3.907 0.19
H 2.335 -3.180 -4.271 0.21
H 3.453 -3.634 -2.982 0.19
H 1.125 -3.628 -2.147 0.21
H 0.934 -1.951 -2.659 0.19
H -0.106 2.462 2.313 0.23
H 0.791 2.916 0.840 0.24
H -2.189 3.469 2.744 0.42
H -2.774 5.294 0.782 0.49
```

---

DFT (wB97M-V/def2-TZVPD) results for a single C5H8N2 molecule.

Output
Highest occupied orbital energy, Ha: -0.3051
Structure (SMILES): C[C@H]1C=C(N)C=N1
Kohn-Sham gap, eV: 9.3302
Total charge: 0
Total energy, Ha: -304.8023
Energy relative to the best compared isomer or geometry (same formula, charge and spin), kcal/mol: 20.8

Geometry as XYZ:
```
15
Properties=species:S:1:pos:R:3:nbo_charge:R:1
C -1.322 -0.132 -1.622 -0.59
C -0.448 0.826 -0.774 -0.12
C -0.514 0.554 0.709 -0.28
C 0.590 -0.147 1.028 0.10
N 0.978 -0.791 2.195 -0.80
C 1.408 -0.195 -0.199 0.03
N 0.904 0.435 -1.188 -0.36
H -2.330 0.247 -1.799 0.21
H -0.827 -0.289 -2.585 0.23
H -1.379 -1.098 -1.109 0.21
H -0.666 1.870 -1.037 0.22
H -1.329 0.828 1.371 0.22
H 0.620 -0.391 3.050 0.38
H 1.967 -0.984 2.261 0.38
H 2.349 -0.734 -0.300 0.19
```

---

DFT (wB97M-V/def2-TZVPD) results for 2 unconnected molecules or ions with the total composition C7H13NO at a distorted geometry.

Output
Highest occupied orbital energy, Ha: -0.3512
Structure (SMILES): CCC(=O)NC.C#CC
Kohn-Sham gap, eV: 10.3352
Total charge: 0
Total energy, Ha: -404.4387
Energy relative to the best compared isomer or geometry (same formula, charge and spin), kcal/mol: 55.7

Geometry as XYZ:
```
22
Properties=species:S:1:pos:R:3:nbo_charge:R:1
C 1.152 -0.035 -1.895 -0.62
C 0.507 0.598 -0.669 -0.49
C -1.012 0.647 -0.798 0.68
O -1.571 0.747 -1.881 -0.64
N -1.689 0.609 0.381 -0.62
C -3.134 0.695 0.449 -0.43
H 2.249 0.020 -1.844 0.20
H 0.870 -1.101 -1.989 0.20
H 0.820 0.463 -2.807 0.24
H 0.737 0.118 0.190 0.21
H 0.867 1.622 -0.560 0.22
H -1.170 0.507 1.249 0.40
H -3.500 0.827 -0.576 0.24
H -3.452 1.556 1.060 0.19
H -3.578 -0.228 0.873 0.19
C 2.026 0.202 2.428 -0.27
C 1.794 -0.652 1.600 -0.01
C 1.516 -1.690 0.602 -0.71
H 2.246 0.990 3.147 0.25
H 1.962 -1.423 -0.340 0.25
H 1.934 -2.653 0.910 0.24
H 0.426 -1.819 0.471 0.24
```

---

DFT (wB97M-V/def2-TZVPD) results for 2 unconnected molecules or ions with the total composition C4H10N2O2 at a distorted geometry.

Output
2S+1: 2
Highest occupied orbital energy (spin up / spin down), Ha: -0.4601 / -0.4601
Kohn-Sham gap (spin up / spin down), eV: 7.7557 / 3.1395
⟨S²⟩: 0.755
Total charge: +1
Total energy, Ha: -418.0597
Energy relative to the best compared isomer or geometry (same formula, charge and spin), kcal/mol: 49.0

Geometry as XYZ:
```
18
Properties=species:S:1:pos:R:3:nbo_charge:R:1
C 0.923 -2.983 1.131 -0.68
C -0.288 -2.321 1.682 0.64
O -0.870 -2.962 2.595 -0.02
N -0.588 -1.028 1.453 -0.70
H -1.312 -0.456 1.847 0.45
H -0.340 -0.736 0.508 0.44
H 1.477 -2.957 2.057 0.29
H 1.490 -2.539 0.316 0.29
H 0.680 -4.005 0.877 0.29
C 1.379 1.624 -1.795 -0.74
C 0.003 2.299 -1.756 0.66
O -0.759 2.158 -2.679 -0.58
N -0.280 3.069 -0.645 -0.87
H 1.614 1.271 -2.827 0.26
H 1.370 0.856 -1.003 0.19
H -0.977 3.812 -0.918 0.43
H 0.480 3.141 0.026 0.40
H 2.229 2.261 -1.751 0.24
```